(1)
ORCA calculation (ωB97M-V/def2-TZVPD) on a molecular structure, C20H46InO3P4Se in a non-equilibrium geometry.

The calculation puts the electronic energy at -4971.312964 Eh. The energy above the lowest of the compared OMol25 structures with the same formula, charge and spin comes out at 0.0 kcal per mole. The charge is +3. The molar mass is 652.26 g mol⁻¹. Its HOMO-LUMO gap (spin up / spin down) is 4.0 / 3.1 eV. For the HOMO energy (spin up / spin down), the calculation gives -15.27 / -15.27 eV.

Each line ends with the Löwdin charge.
Positions of all 75 atoms, in Å:
In -0.349 -0.479 0.575  0.077
P -1.419 -2.497 1.806  0.742
P 1.792 -0.606 1.913  0.729
P -2.140 -0.436 -1.242  0.754
H 6.117 2.813 -5.762  0.057
C 5.290 3.394 -6.202  -0.127
C 5.096 4.654 -5.919  -0.086
H 5.742 5.212 -5.221  0.063
C -0.810 -4.079 1.124  -0.225
C -1.024 -2.507 3.589  -0.215
C -3.238 -2.612 1.732  -0.213
C 2.958 0.560 1.140  -0.218
C 1.825 -0.218 3.693  -0.205
C 2.577 -2.246 1.794  -0.238
C -1.601 0.772 -2.497  -0.210
C -3.861 -0.001 -0.819  -0.207
C -2.306 -2.022 -2.120  -0.227
H 4.677 2.856 -6.943  0.054
H 4.303 5.254 -6.397  0.063
H -1.233 -4.868 1.771  0.085
H 0.298 -4.108 1.139  0.041
H -1.166 -4.192 0.080  0.055
H -1.636 -3.328 4.012  0.084
H -1.313 -1.538 4.052  0.034
H 0.057 -2.702 3.748  0.058
H -3.482 -3.528 2.312  0.086
H -3.582 -2.716 0.681  0.051
H -3.682 -1.705 2.195  0.061
H 3.775 0.711 1.868  0.085
H 2.438 1.514 0.940  0.060
H 3.332 0.143 0.185  0.059
H 2.669 -0.819 4.104  0.085
H 0.868 -0.507 4.177  0.025
H 2.007 0.869 3.803  0.082
H 3.477 -2.171 2.434  0.085
H 2.843 -2.448 0.738  0.023
H 1.897 -3.038 2.163  0.046
H -2.455 0.903 -3.187  0.087
H -0.706 0.381 -3.021  0.059
H -1.340 1.727 -2.002  0.051
H -4.427 -0.114 -1.770  0.089
H -3.909 1.039 -0.439  0.053
H -4.246 -0.693 -0.039  0.053
H -3.220 -1.920 -2.741  0.088
H -2.413 -2.862 -1.404  0.046
H -1.403 -2.177 -2.740  0.040
C 1.887 -0.838 -2.362  -0.583
C 2.105 0.543 -2.191  -0.133
C 2.828 1.246 -3.147  -0.014
C 3.323 0.582 -4.273  0.020
C 3.099 -0.792 -4.449  -0.009
C 2.381 -1.505 -3.503  -0.114
Se 1.020 -2.075 -1.232  0.907
H 0.291 1.062 -0.232  0.087
H 1.694 1.063 -1.315  0.043
H 3.003 2.316 -3.008  0.135
H 3.886 1.136 -5.017  0.110
H 3.476 -1.330 -5.318  0.135
H 2.187 -2.576 -3.594  0.104
C -1.926 1.188 5.009  -0.097
O -1.936 2.024 3.816  -0.307
P -1.480 1.124 2.500  0.785
O -3.004 0.855 1.888  -0.423
C -4.133 1.715 2.210  -0.056
O -0.724 2.329 1.688  -0.399
C -1.410 3.220 0.792  -0.081
H -0.902 0.816 5.154  0.071
H -2.602 0.320 4.914  0.087
H -2.234 1.874 5.802  0.114
H -4.989 1.313 1.649  0.101
H -3.899 2.720 1.878  0.086
H -4.380 1.695 3.281  0.106
H -2.042 2.654 0.107  0.061
H -1.995 3.917 1.409  0.111
H -0.603 3.736 0.239  0.114

---

(2)
ORCA calculation (ωB97M-V/def2-TZVPD) on a molecular structure, C20H46O3P4STl in a non-equilibrium geometry.

The calculation puts the electronic energy at -2950.505834 Eh. The energy above the lowest of the compared OMol25 structures with the same formula, charge and spin comes out at 0.0 kcal per mole. The charge is +3. The molar mass is 694.93 g mol⁻¹. Its HOMO-LUMO gap is 6.0 eV. For the HOMO energy, the calculation gives -14.41 eV.

Each line ends with the Löwdin charge.
Positions of all 75 atoms, in Å:
Tl 1.035 -1.129 -0.502  0.646
P -2.307 0.457 2.377  0.805
P 2.058 0.682 2.634  0.738
P -2.025 -1.723 2.455  0.808
H -0.057 0.398 -5.131  0.041
C -0.621 -0.538 -5.182  -0.049
C -1.814 -0.690 -4.587  -0.071
H -2.291 0.118 -4.022  0.031
C -1.263 1.212 1.119  -0.249
C -1.883 1.141 3.988  -0.164
C -4.041 0.782 2.022  -0.170
C 3.667 0.514 1.765  -0.290
C 2.087 2.499 2.902  -0.276
C 2.592 0.152 4.310  -0.276
C -2.406 -2.447 0.848  -0.200
C -3.189 -2.353 3.678  -0.175
C -0.354 -2.129 2.987  -0.198
H -0.167 -1.351 -5.761  0.062
H -2.369 -1.631 -4.661  0.049
H -1.466 0.795 0.123  0.041
H -0.196 1.074 1.364  -0.042
H -1.466 2.291 1.081  0.085
H -0.796 1.126 4.156  0.055
H -2.379 0.582 4.793  0.076
H -2.235 2.182 4.012  0.090
H -4.295 0.452 1.005  0.082
H -4.199 1.867 2.096  0.089
H -4.696 0.273 2.742  0.077
H 4.449 1.045 2.326  0.064
H 3.589 0.935 0.754  0.021
H 3.931 -0.549 1.689  0.054
H 3.063 2.788 3.317  0.064
H 1.298 2.773 3.615  0.040
H 1.914 3.032 1.957  0.015
H 3.505 0.690 4.602  0.063
H 2.787 -0.928 4.306  0.052
H 1.793 0.363 5.034  0.040
H -1.799 -3.352 0.695  0.037
H -2.198 -1.752 0.022  0.046
H -3.473 -2.712 0.819  0.085
H -3.059 -3.443 3.729  0.098
H -4.225 -2.129 3.388  0.075
H -2.987 -1.923 4.669  0.076
H -0.098 -3.136 2.630  0.072
H -0.304 -2.112 4.085  0.085
H 0.395 -1.417 2.602  -0.026
C 0.725 -4.035 -1.982  -0.771
C 1.853 -4.539 -2.676  -0.104
C 1.803 -4.713 -4.054  -0.056
C 0.634 -4.401 -4.766  -0.056
C -0.488 -3.908 -4.084  -0.095
C -0.461 -3.755 -2.702  -0.139
S 0.826 -3.711 -0.306  0.450
H 1.241 1.256 -0.707  -0.115
H 2.754 -4.757 -2.102  0.109
H 2.679 -5.094 -4.581  0.120
H 0.598 -4.534 -5.848  0.118
H -1.383 -3.618 -4.636  0.099
H -1.330 -3.385 -2.156  0.084
C -0.923 2.552 -3.135  -0.025
O -0.447 2.730 -1.770  -0.261
P 1.065 2.553 -1.351  0.707
O 1.947 2.619 -2.648  -0.244
C 3.251 3.257 -2.745  -0.016
O 1.457 3.705 -0.341  -0.278
C 0.885 5.050 -0.379  -0.018
H -1.993 2.774 -3.089  0.111
H -0.765 1.525 -3.496  0.051
H -0.432 3.276 -3.799  0.113
H 3.921 2.926 -1.940  0.103
H 3.650 2.948 -3.715  0.113
H 3.140 4.350 -2.726  0.106
H 0.936 5.468 -1.394  0.108
H -0.151 5.037 -0.016  0.099
H 1.507 5.645 0.295  0.111

---

(3)
ORCA calculation (ωB97M-V/def2-TZVPD) on a molecular structure, C20H47AlBr2Cl2FN3O4P in a non-equilibrium geometry.

The calculation puts the electronic energy at -8007.615431 Eh. The charge is -1. The molar mass is 701.28 g mol⁻¹. Its HOMO-LUMO gap is 6.6 eV. For the HOMO energy, the calculation gives -4.34 eV.

Each line ends with the Löwdin charge.
Positions of all 81 atoms, in Å:
C -3.153 1.006 2.822  -0.186
C -3.222 0.537 1.400  -0.829
Br -4.774 1.245 0.512  0.760
C -2.400 -0.238 0.684  -0.680
Br -0.795 -0.837 1.605  0.639
Al -2.601 -0.900 -1.254  0.101
C -4.481 -1.458 -1.702  -0.249
C -5.285 -0.441 -2.503  -0.330
F -5.531 -0.878 -3.802  -0.081
C -1.783 0.336 -2.621  -0.281
C -1.903 1.806 -2.333  -0.748
C -0.912 2.275 -1.280  -0.141
Cl -1.505 2.775 -3.881  0.470
P -1.342 -2.934 -1.456  0.408
O -1.678 -3.836 -0.092  -0.492
Cl 0.691 -2.354 -1.270  0.037
H -2.350 0.523 3.363  0.017
H -4.090 0.747 3.320  0.059
H -3.084 2.091 2.857  0.073
H -5.028 -1.814 -0.831  0.044
H -4.363 -2.332 -2.351  0.049
H -4.810 0.539 -2.533  0.066
H -6.259 -0.285 -2.033  0.092
H -2.171 0.078 -3.606  0.060
H -0.714 0.103 -2.649  0.028
H -2.915 2.127 -2.111  0.057
H -0.774 1.527 -0.505  0.047
H 0.051 2.440 -1.760  0.056
H -1.209 3.234 -0.860  0.073
H -1.286 -3.441 0.695  -0.038
C -4.063 -2.916 7.550  -0.076
C -3.520 -2.431 6.208  -0.430
C -2.333 -1.466 6.326  -0.205
O -2.669 -0.150 6.725  -0.189
C -2.868 0.033 8.110  -0.114
N -4.623 -1.865 5.427  0.047
H -4.690 -2.165 8.031  0.062
H -4.681 -3.801 7.403  0.073
H -3.254 -3.179 8.234  0.075
H -3.152 -3.309 5.669  0.137
H -1.887 -1.360 5.334  0.115
H -1.553 -1.874 6.985  0.120
H -2.193 -0.596 8.699  0.089
H -3.902 -0.173 8.400  0.074
H -2.659 1.079 8.336  0.085
H -4.298 -1.656 4.487  0.067
H -4.848 -0.956 5.824  0.068
C 3.439 1.401 -5.002  -0.067
C 3.164 0.078 -4.292  -0.433
C 2.956 -1.106 -5.245  -0.205
O 1.706 -1.142 -5.905  -0.182
C 1.587 -0.296 -7.028  -0.115
N 2.043 0.260 -3.370  0.058
H 2.530 1.850 -5.402  0.065
H 3.866 2.116 -4.297  0.063
H 4.150 1.273 -5.823  0.073
H 4.044 -0.156 -3.688  0.106
H 2.989 -2.024 -4.652  0.122
H 3.774 -1.167 -5.979  0.116
H 2.531 -0.225 -7.579  0.085
H 1.255 0.706 -6.744  0.076
H 0.829 -0.725 -7.683  0.085
H 1.937 -0.575 -2.799  0.005
H 1.185 0.303 -3.916  0.064
C 4.068 1.896 -0.970  -0.063
C 4.712 0.626 -0.423  -0.419
C 5.632 0.852 0.784  -0.208
O 6.894 1.422 0.482  -0.193
C 6.894 2.824 0.300  -0.115
N 5.395 -0.063 -1.522  0.046
H 4.764 2.477 -1.578  0.062
H 3.222 1.637 -1.609  0.051
H 3.701 2.534 -0.162  0.079
H 3.903 -0.025 -0.079  0.139
H 5.858 -0.122 1.225  0.120
H 5.125 1.445 1.557  0.119
H 6.177 3.314 0.966  0.089
H 6.672 3.096 -0.734  0.074
H 7.896 3.185 0.537  0.083
H 5.721 -0.973 -1.209  0.076
H 6.248 0.446 -1.736  0.072

---

(4)
ORCA calculation (ωB97M-V/def2-TZVPD) on a molecular structure, C20H47AsBr16INOP in a non-equilibrium geometry.

The calculation puts the electronic energy at -44979.176298 Eh. The charge is -1. The molar mass is 1828.87 g mol⁻¹. Its HOMO-LUMO gap is 4.6 eV. For the HOMO energy, the calculation gives -3.20 eV.

Each line ends with the Löwdin charge.
Positions of all 88 atoms, in Å:
N 5.775 -1.415 -1.003  -0.035
C 5.274 -1.411 -2.414  -0.307
C 4.505 -0.077 -2.757  -0.261
C 2.926 -0.233 -2.709  -0.312
C 2.407 -0.673 -1.283  -0.436
As 1.025 -2.166 -1.266  0.330
P -0.159 -1.259 -3.062  0.250
O -1.702 -0.814 -2.468  -0.553
I -0.614 -3.176 -4.592  0.229
H 5.533 -0.547 -0.538  0.039
H 5.317 -2.203 -0.553  0.051
H 6.193 -1.410 -3.055  0.052
H 4.716 -2.329 -2.676  0.082
H 4.857 0.770 -2.110  0.103
H 4.787 0.212 -3.825  -0.028
H 2.494 0.781 -2.915  0.078
H 2.650 -0.924 -3.538  0.051
H 3.254 -0.949 -0.602  0.035
H 1.911 0.228 -0.826  0.051
H 0.112 -1.295 -0.317  -0.177
H -0.018 -3.352 -1.200  -0.090
H 1.916 -3.062 -2.205  -0.079
H 1.712 -2.733 0.047  -0.096
H -1.613 -0.089 -1.835  -0.107
Br -3.706 -5.386 -1.701  0.579
C -4.158 -3.770 -2.691  -0.706
C -5.616 -3.749 -3.068  -0.697
Br -5.984 -4.934 -4.573  0.570
H -3.491 -3.726 -3.547  -0.021
H -3.925 -2.947 -2.015  0.058
H -5.908 -2.757 -3.411  0.054
H -6.272 -4.057 -2.258  0.044
Br -1.291 -1.120 1.686  0.612
C -0.586 -1.839 3.356  -0.703
C 0.661 -2.651 3.123  -0.697
Br 0.236 -4.407 2.396  0.578
H -1.386 -2.412 3.821  0.039
H -0.366 -0.966 3.970  -0.023
H 1.169 -2.850 4.067  0.031
H 1.358 -2.181 2.430  0.037
Br -0.639 0.282 7.025  0.625
C -1.049 2.099 6.456  -0.700
C -1.591 2.107 5.051  -0.674
Br -0.168 1.850 3.752  0.620
H -0.138 2.682 6.570  0.035
H -1.798 2.461 7.161  0.058
H -2.029 3.075 4.811  -0.003
H -2.327 1.327 4.872  0.061
Br 3.450 -3.811 -5.221  0.591
C 3.428 -2.511 -6.666  -0.683
C 4.822 -2.073 -7.039  -0.669
Br 5.573 -0.787 -5.770  0.742
H 2.789 -1.689 -6.347  0.055
H 2.956 -3.029 -7.500  0.055
H 4.809 -1.541 -7.991  0.049
H 5.523 -2.901 -7.099  0.045
Br -0.341 -4.586 6.387  0.639
C -0.443 -3.727 8.133  -0.693
C -1.803 -3.909 8.760  -0.695
Br -3.118 -2.727 7.943  0.587
H -0.178 -2.682 7.986  0.017
H 0.324 -4.212 8.735  0.056
H -1.780 -3.628 9.812  0.054
H -2.186 -4.922 8.666  0.049
Br 1.610 4.976 4.602  0.612
C 0.429 6.471 5.009  -0.690
C -0.990 6.016 5.228  -0.679
Br -1.871 5.611 3.538  0.640
H 0.526 7.182 4.193  0.050
H 0.835 6.912 5.920  0.055
H -1.583 6.813 5.674  0.057
H -1.062 5.125 5.846  0.035
Br -2.066 1.948 -0.441  0.651
C -3.164 2.568 -1.925  -0.700
C -4.463 3.158 -1.438  -0.697
Br -5.725 1.770 -0.908  0.600
H -3.301 1.720 -2.593  0.057
H -2.565 3.324 -2.425  -0.020
H -4.961 3.703 -2.240  0.053
H -4.339 3.815 -0.580  0.046
Br -0.145 3.271 -3.600  0.671
C -0.512 5.075 -4.236  -0.690
C -1.036 5.064 -5.649  -0.703
Br 0.393 4.756 -6.936  0.601
H 0.408 5.643 -4.126  0.048
H -1.263 5.471 -3.553  0.053
H -1.450 6.037 -5.912  0.052
H -1.787 4.296 -5.820  0.051